# 1
This record from OMol25 describes a structure of composition C50H46ClF9IN2PPrS4 at a distorted geometry. The level of theory is ωB97M-V/def2-TZVPD.

Each line ends with the Mulliken charge.
Element x y z (Å)
Pr 1.14 -1.20 -0.92  -0.98
C 3.15 -2.96 1.74  -0.81
C 4.00 -3.56 0.60  -0.85
S 3.43 -3.12 -1.11  0.30
C 4.98 -2.75 -1.98  -0.93
C 5.51 -1.32 -1.89  -0.90
S 4.44 -0.11 -1.10  0.58
C 5.64 1.26 -1.20  -0.87
C 5.32 2.27 -0.12  -0.69
S 3.98 1.73 0.94  0.01
C 4.90 0.60 2.07  -0.63
C 4.03 -0.38 2.75  -1.19
S 2.74 -1.17 1.63  0.64
H 3.62 -3.10 2.72  0.70
H 2.18 -3.49 1.76  -0.02
H 3.90 -4.64 0.62  0.48
H 5.06 -3.23 0.67  0.29
H 4.75 -3.04 -3.03  0.37
H 5.69 -3.53 -1.61  0.53
H 5.62 -0.90 -2.94  0.33
H 6.47 -1.27 -1.36  0.39
H 5.61 1.68 -2.25  0.42
H 6.64 0.85 -1.07  0.37
H 4.98 3.23 -0.55  0.32
H 6.24 2.52 0.48  0.36
H 5.37 1.22 2.86  0.48
H 5.68 0.04 1.51  0.32
H 3.50 0.06 3.58  0.39
H 4.62 -1.19 3.18  0.51
C 0.74 2.13 -1.70  -0.78
N 0.81 0.80 -2.29  0.53
C 1.16 0.74 -3.67  0.67
C 1.65 -0.59 -4.17  -1.08
C 1.63 -1.07 -5.50  -0.79
C 1.93 -2.46 -5.46  -1.25
C 2.12 -2.76 -4.11  -0.73
N 2.00 -1.64 -3.32  0.94
C -0.25 3.32 -2.03  0.81
C 0.16 4.60 -1.55  -0.66
C -0.55 5.76 -1.82  -0.42
C -1.67 5.69 -2.67  -0.54
C -2.16 4.45 -3.04  -0.84
C -1.49 3.27 -2.68  0.07
H 1.75 2.55 -1.80  0.33
H 0.57 1.97 -0.61  -0.18
H 1.96 1.48 -3.85  0.35
H 1.45 -0.47 -6.40  0.42
H 2.05 -3.07 -6.31  0.45
H 2.27 -3.76 -3.70  0.57
H 1.09 4.69 -1.05  0.43
H -0.23 6.73 -1.38  0.35
H -2.12 6.60 -3.07  0.37
H -3.10 4.40 -3.55  0.44
H -2.00 2.31 -2.85  0.44
C -1.14 -1.60 -1.83  0.10
C -2.01 -2.15 -2.52  -0.07
C -3.04 -2.75 -3.29  0.23
C -3.97 -3.64 -2.71  -0.10
C -5.03 -4.16 -3.45  -0.83
C -5.18 -3.75 -4.80  -0.19
C -4.23 -2.90 -5.44  -0.70
C -3.15 -2.46 -4.68  -0.18
H -3.80 -3.92 -1.66  0.51
H -5.73 -4.83 -2.97  0.39
H -6.06 -4.07 -5.36  0.33
H -4.30 -2.60 -6.47  0.41
H -2.37 -1.80 -5.08  0.36
F -6.64 -3.43 0.73  -0.24
C -6.71 -2.31 1.56  0.65
F -7.58 -1.39 0.94  -0.26
F -7.28 -2.71 2.76  -0.28
C -5.35 -1.67 1.73  0.39
C -4.54 -1.54 0.58  -0.91
C -3.23 -1.07 0.73  -0.22
C -2.75 -0.75 2.01  -0.60
C -3.60 -0.81 3.09  0.08
C -4.86 -1.34 2.99  -1.23
P -1.11 -0.10 2.15  2.32
C -0.73 -0.44 3.86  -0.12
C -0.34 0.51 4.83  -0.16
C 0.20 0.16 6.06  -1.09
C 0.29 -1.21 6.43  0.15
C -0.18 -2.17 5.52  -1.00
C -0.68 -1.78 4.29  -0.42
C 0.94 -1.60 7.69  0.82
F 1.67 -2.79 7.48  -0.27
F 1.79 -0.60 8.14  -0.27
F 0.00 -1.86 8.71  -0.26
C -1.39 1.67 2.18  0.03
C -0.31 2.52 2.36  -0.33
C -0.52 3.89 2.45  -0.54
C -1.77 4.47 2.30  0.17
C -2.85 3.64 2.00  -0.98
C -2.64 2.27 1.86  -0.70
C -1.96 5.97 2.49  0.68
F -3.28 6.25 2.67  -0.26
F -1.44 6.70 1.44  -0.21
F -1.18 6.44 3.61  -0.29
H -4.96 -1.69 -0.41  0.51
H -2.55 -0.95 -0.11  0.03
H -3.24 -0.52 4.05  0.63
H -5.53 -1.34 3.85  0.42
H -0.51 1.58 4.65  0.45
H 0.51 0.93 6.76  0.43
H -0.05 -3.22 5.73  0.45
H -1.12 -2.59 3.69  0.44
H 0.74 2.10 2.47  0.40
H 0.35 4.52 2.69  0.39
H -3.86 3.98 1.83  0.40
H -3.46 1.67 1.53  0.45
I -0.16 -3.97 0.27  -0.47
Cl 0.39 2.07 -6.00  -0.31
C -0.06 1.10 -4.61  0.62
H -0.55 0.19 -5.00  0.01
H -0.85 1.68 -4.16  -0.57

LUMO level (spin up / spin down) (hartree): 0.05209 / 0.05209
HOMO-LUMO gap (spin up / spin down) (eV): 5.5 / 5.5
Total charge: -1
2S+1: 3
HOMO (spin up / spin down) (eV): -4.08 / -4.09

***

# 2
This record from OMol25 describes a structure of composition C50H46GeN8O2STc. The level of theory is ωB97M-V/def2-TZVPD.

Each line ends with the Mulliken charge.
Element x y z (Å)
Tc 1.07 0.69 0.75  -0.84
C 0.88 1.57 7.71  -1.61
C 0.60 1.55 6.23  0.06
C 0.09 2.66 5.57  -1.16
C -0.13 2.63 4.21  0.50
C 0.10 1.48 3.44  -0.74
N -0.15 1.49 2.04  1.26
C -1.24 2.31 1.65  -0.88
C -2.41 2.34 2.41  0.06
C -3.40 3.25 2.17  -0.84
C -3.29 4.22 1.15  0.24
C -4.39 5.21 0.91  -1.73
C -2.17 4.17 0.35  -0.20
C -1.18 3.21 0.57  -0.06
N -0.12 3.13 -0.35  -0.05
C 0.70 4.12 -0.92  -0.62
C 1.75 3.54 -1.51  -1.30
C 1.54 2.04 -1.48  0.53
N 0.41 1.94 -0.56  1.70
C 0.66 0.37 4.10  0.34
C 0.90 0.43 5.47  -0.46
N 1.08 -0.81 3.42  0.05
C 1.22 -2.03 3.98  -0.41
C 2.05 -2.78 3.18  -1.38
C 2.37 -1.93 2.11  -0.58
N 1.78 -0.75 2.26  1.59
H 0.27 2.32 8.21  0.41
H 1.92 1.81 7.89  0.30
H 0.67 0.60 8.16  0.41
H -0.11 3.57 6.12  0.46
H -0.51 3.51 3.71  0.57
H -2.52 1.62 3.22  0.65
H -4.30 3.23 2.78  0.49
H -4.76 5.61 1.85  0.42
H -5.23 4.72 0.41  0.31
H -4.06 6.03 0.28  0.42
H -2.08 4.84 -0.49  0.44
H 0.43 5.15 -0.82  0.61
H 2.53 4.04 -2.06  0.62
H 0.89 0.47 -2.76  -0.62
H 1.36 -0.42 5.95  0.60
H 0.73 -2.28 4.90  0.65
H 2.35 -3.80 3.32  0.51
H 2.96 -2.13 1.24  0.59
C 5.12 1.27 3.81  -0.75
N 5.14 1.05 2.37  0.18
C 6.17 0.47 1.65  -0.65
C 5.77 0.41 0.36  -0.42
N 4.51 0.96 0.30  0.38
C 4.13 1.35 1.54  0.16
S 2.64 2.05 2.04  -0.50
C 3.75 1.21 -0.88  -0.12
C 4.38 1.46 -2.04  -0.87
C 3.78 1.55 -3.37  -0.61
C 2.49 1.54 -3.74  -0.95
C 1.27 1.49 -2.88  0.30
N 2.40 1.16 -0.69  0.85
H 6.09 0.98 4.21  0.35
H 4.34 0.66 4.27  0.28
H 4.94 2.32 4.03  0.33
H 7.08 0.15 2.12  0.48
H 6.26 0.00 -0.50  0.55
H 5.46 1.55 -2.01  0.57
H 4.50 1.64 -4.16  0.41
H 2.30 1.61 -4.81  0.54
H 0.47 2.06 -3.35  0.59
O -0.59 -2.68 1.03  -0.51
C 0.12 -2.20 0.20  0.52
O 0.24 -0.81 0.13  -0.20
C 0.95 -2.90 -0.84  -1.15
C 0.47 -2.71 -2.29  -1.36
Ge -1.47 -2.68 -2.67  1.98
C -2.28 -1.12 -1.80  -0.06
C -2.15 0.14 -2.39  -0.43
C -2.76 1.25 -1.84  -0.97
C -3.51 1.13 -0.67  -0.55
C -3.63 -0.11 -0.06  -1.26
C -3.02 -1.23 -0.62  0.00
C -2.32 -4.30 -2.03  0.14
C -3.71 -4.38 -1.93  -0.04
C -4.33 -5.55 -1.52  -0.75
C -3.57 -6.66 -1.19  -0.50
C -2.18 -6.60 -1.28  -0.86
C -1.57 -5.43 -1.70  -0.22
C -1.64 -2.39 -4.58  0.32
C -0.61 -2.71 -5.47  -0.52
C -0.76 -2.50 -6.84  -0.74
C -1.95 -1.99 -7.33  -0.50
C -2.98 -1.67 -6.46  -0.81
C -2.83 -1.87 -5.10  -0.32
H 0.95 -3.96 -0.56  0.61
H 1.97 -2.52 -0.76  0.15
H 0.91 -3.51 -2.89  0.74
H 0.87 -1.78 -2.69  0.27
H -1.62 0.23 -3.33  0.65
H -2.69 2.22 -2.33  0.46
H -4.02 1.99 -0.26  0.78
H -4.23 -0.22 0.84  0.45
H -3.14 -2.19 -0.14  0.54
H -4.32 -3.52 -2.20  0.36
H -5.41 -5.60 -1.46  0.41
H -4.05 -7.57 -0.87  0.40
H -1.59 -7.47 -1.04  0.41
H -0.49 -5.41 -1.79  0.27
H 0.32 -3.12 -5.10  0.27
H 0.04 -2.76 -7.51  0.42
H -2.07 -1.84 -8.40  0.40
H -3.91 -1.27 -6.85  0.42
H -3.65 -1.61 -4.43  0.36

LUMO level (spin up / spin down) (hartree): -0.25123 / -0.28538
Energy relative to the best compared isomer or geometry (same formula, charge and spin) (kJ/mol): 57.2
HOMO-LUMO gap (spin up / spin down) (eV): 5.6 / 4.7
Total charge: +2
2S+1: 2
HOMO (spin up / spin down) (eV): -12.45 / -12.45

***

# 3
This record from OMol25 describes a structure of composition C50H47CaF2N4O3P2S at a distorted geometry. The level of theory is ωB97M-V/def2-TZVPD.

Each line ends with the Mulliken charge.
Element x y z (Å)
Ca -9.04 -11.17 -19.44  2.00
C -6.88 -11.70 -20.86  0.47
C -7.71 -12.78 -21.24  0.21
C -7.87 -13.57 -20.06  0.89
C -7.14 -13.01 -18.99  1.00
C -6.52 -11.87 -19.48  0.41
C -5.57 -10.95 -18.77  -1.54
C -6.95 -13.58 -17.64  -1.45
C -8.63 -14.88 -20.12  -1.75
C -8.24 -13.05 -22.60  -1.46
C -6.42 -10.58 -21.79  -1.93
H -5.56 -10.00 -19.28  0.32
H -4.56 -11.38 -18.72  0.32
H -5.92 -10.73 -17.75  0.16
H -7.76 -14.22 -17.33  0.31
H -6.86 -12.80 -16.84  0.23
H -6.03 -14.21 -17.52  0.37
H -9.37 -14.86 -20.93  0.34
H -9.20 -15.12 -19.24  0.27
H -7.95 -15.71 -20.33  0.29
H -8.87 -13.94 -22.54  0.38
H -7.47 -13.26 -23.36  0.30
H -8.82 -12.18 -23.01  0.10
H -6.84 -9.57 -21.64  0.00
H -6.57 -10.83 -22.84  0.41
H -5.38 -10.51 -21.72  0.58
O -10.49 -9.13 -18.34  0.65
P -11.37 -8.30 -19.19  0.97
C -10.72 -7.77 -20.73  -1.53
P -8.90 -7.57 -20.71  1.01
O -8.26 -8.80 -20.21  -0.28
C -8.59 -6.06 -19.64  0.46
C -9.30 -4.87 -19.78  -0.03
C -9.00 -3.77 -18.96  -0.73
C -8.01 -3.91 -17.93  -0.87
C -7.41 -5.15 -17.82  -0.27
C -7.68 -6.24 -18.66  -0.58
C -8.54 -7.15 -22.39  0.32
C -8.94 -8.11 -23.31  -0.31
C -8.87 -7.82 -24.68  -0.97
C -8.45 -6.58 -25.12  -0.56
C -8.05 -5.64 -24.20  -0.69
C -8.13 -5.90 -22.83  -0.49
C -12.92 -9.10 -19.61  0.64
C -13.76 -8.71 -20.63  -0.33
C -15.00 -9.29 -20.78  -0.75
C -15.40 -10.23 -19.81  -0.31
C -14.58 -10.62 -18.78  -1.11
C -13.33 -10.04 -18.71  -0.08
C -11.73 -6.78 -18.34  0.44
C -11.37 -6.70 -17.02  -0.62
C -11.58 -5.52 -16.33  -0.36
C -12.18 -4.40 -16.90  -0.99
C -12.61 -4.51 -18.24  -0.67
C -12.39 -5.69 -18.95  -0.96
H -11.23 -6.86 -21.01  0.71
H -10.91 -8.52 -21.50  0.68
H -9.98 -4.77 -20.63  0.45
H -9.61 -2.92 -19.10  0.49
H -7.80 -3.06 -17.27  0.38
H -6.75 -5.37 -17.00  0.44
H -7.07 -7.17 -18.50  -0.20
H -9.31 -9.10 -23.06  0.11
H -9.18 -8.60 -25.35  0.50
H -8.40 -6.37 -26.15  0.43
H -7.80 -4.61 -24.47  0.36
H -7.85 -5.16 -22.12  0.56
H -13.48 -7.91 -21.32  0.25
H -15.63 -8.95 -21.58  0.44
H -16.46 -10.62 -19.95  0.25
H -14.96 -11.33 -18.08  0.54
H -12.72 -10.42 -17.88  0.26
H -10.97 -7.53 -16.44  0.60
H -11.21 -5.43 -15.34  0.41
H -12.34 -3.48 -16.39  0.46
H -13.12 -3.72 -18.69  0.50
H -12.67 -5.71 -20.01  0.33
S -8.09 -13.93 -11.61  0.03
N -7.60 -12.47 -12.08  -0.73
C -8.09 -12.25 -13.29  0.55
C -7.88 -11.06 -14.10  1.15
C -6.98 -10.06 -13.73  -1.69
C -6.47 -9.28 -14.79  -0.98
C -7.21 -9.25 -15.97  -0.25
N -8.54 -9.75 -15.96  1.65
C -8.50 -11.06 -15.37  0.04
C -9.25 -12.11 -15.90  -1.10
N -9.84 -12.04 -17.13  0.21
C -10.49 -13.12 -17.53  -0.26
C -10.63 -14.35 -16.83  -1.61
C -10.08 -14.35 -15.60  -0.45
C -9.39 -13.29 -15.12  1.10
C -8.88 -13.32 -13.76  0.12
N -8.91 -14.35 -12.94  -0.74
H -6.38 -10.19 -12.85  0.42
H -5.50 -8.76 -14.77  0.35
H -6.85 -8.77 -16.87  0.02
H -10.79 -12.99 -18.57  0.45
H -11.19 -15.13 -17.28  0.58
H -10.11 -15.22 -14.95  0.42
F -11.01 -12.55 -21.70  -0.35
C -10.94 -11.26 -21.19  -0.34
F -10.71 -10.42 -22.39  -0.40
H -11.98 -11.01 -21.04  0.00
C -9.16 -7.61 -14.86  -1.28
C -9.54 -8.95 -15.38  0.66
O -10.64 -9.40 -15.26  -0.66
H -8.25 -7.65 -14.28  0.39
H -9.99 -7.20 -14.27  0.31
H -8.99 -6.99 -15.72  0.19

LUMO level (spin up / spin down) (hartree): 0.07311 / 0.07311
Energy relative to the best compared isomer or geometry (same formula, charge and spin) (kJ/mol): 113.5
HOMO-LUMO gap (spin up / spin down) (eV): 5.5 / 5.5
Total charge: -1
HOMO (spin up / spin down) (eV): -3.48 / -3.48

***

# 4
This record from OMol25 describes a cluster of 7 separate species, C50H47N4O12 in total at a distorted geometry. The level of theory is ωB97M-V/def2-TZVPD.

Each line ends with the Mulliken charge.
Element x y z (Å)
C 4.49 -0.29 10.84  -1.14
C 3.81 -1.61 10.31  -0.34
C 2.22 -1.53 10.35  -0.62
C 1.55 -2.36 9.17  -0.60
N 0.30 -1.64 8.73  -0.36
C 0.33 -1.37 7.30  -0.18
C -1.10 -1.00 6.74  -0.85
C -1.01 -0.34 5.30  -0.58
N 0.32 -0.48 4.67  0.05
C 1.39 -0.29 5.55  0.24
N 2.62 -0.17 5.08  -0.06
C 3.03 -0.18 3.70  0.12
C 2.51 -1.04 2.64  -0.01
C 3.04 -0.92 1.28  -0.41
C 4.12 0.02 0.92  -0.58
C 4.68 0.84 2.00  -0.52
C 4.12 0.75 3.34  -0.42
N 1.19 -0.20 6.97  -0.27
H 5.60 -0.49 10.91  0.35
H 4.34 0.58 10.13  0.29
H 4.16 -0.05 11.88  0.28
H 4.20 -2.46 10.94  0.34
H 4.17 -1.83 9.26  0.23
H 1.89 -1.93 11.34  0.37
H 1.90 -0.46 10.26  0.36
H 1.19 -3.33 9.62  0.37
H 2.25 -2.57 8.32  0.28
H -0.50 -2.27 8.87  0.35
H 0.74 -2.24 6.69  0.25
H -1.76 -1.91 6.78  0.41
H -1.61 -0.24 7.40  0.30
H -1.19 0.77 5.45  0.49
H -1.83 -0.75 4.65  0.28
H 0.41 0.07 3.80  0.19
H 3.36 -0.01 5.77  0.33
H 1.71 -1.76 2.88  0.37
H 2.64 -1.55 0.45  0.33
H 4.52 0.10 -0.11  0.39
H 5.52 1.54 1.79  0.35
H 4.55 1.41 4.13  0.27
H 2.09 -0.21 7.46  0.37
C -2.18 -2.56 0.45  -0.63
C -3.21 -3.35 0.72  -0.42
C -3.42 -3.91 2.07  0.14
O -4.36 -4.64 2.32  -0.54
C -2.44 -3.55 3.12  -0.45
C -1.40 -2.75 2.85  -0.50
C -1.20 -2.20 1.50  0.31
O -0.25 -1.47 1.24  -0.57
H -2.01 -2.14 -0.53  0.90
H -3.94 -3.63 -0.04  0.52
H -2.61 -3.97 4.11  0.45
H -0.67 -2.48 3.60  0.78
C -3.11 -5.47 -4.58  -0.43
C -2.63 -4.80 -3.53  -0.27
C -3.05 -3.42 -3.24  0.24
O -2.61 -2.81 -2.28  -0.45
C -4.03 -2.79 -4.15  -0.36
C -4.52 -3.46 -5.20  -0.38
C -4.09 -4.84 -5.50  0.33
O -4.53 -5.45 -6.45  -0.55
H -2.81 -6.48 -4.81  0.42
H -1.91 -5.24 -2.85  0.44
H -4.33 -1.78 -3.92  0.45
H -5.24 -3.01 -5.88  0.43
C -1.71 3.61 0.11  -0.53
C -1.52 3.64 -1.21  -0.36
C -1.00 2.47 -1.95  0.13
O -0.83 2.50 -3.15  -0.53
C -0.68 1.25 -1.16  -0.31
C -0.87 1.22 0.16  0.18
C -1.39 2.39 0.89  0.27
O -1.56 2.35 2.10  -0.60
H -2.09 4.45 0.66  0.45
H -1.75 4.52 -1.80  0.50
H -0.30 0.40 -1.71  0.55
H -0.64 0.34 0.75  0.40
C 3.96 1.69 -6.98  -0.44
C 3.87 2.61 -6.02  -0.46
C 2.72 2.62 -5.08  0.26
O 2.64 3.46 -4.20  -0.56
C 1.69 1.57 -5.25  -0.30
C 1.79 0.65 -6.21  -0.30
C 2.93 0.64 -7.15  0.49
O 3.02 -0.19 -8.03  -0.57
H 4.79 1.67 -7.68  0.43
H 4.61 3.38 -5.88  0.41
H 0.86 1.59 -4.55  0.65
H 1.04 -0.12 -6.35  0.40
C 0.85 -2.51 -10.38  -0.44
C 0.76 -1.59 -9.41  -0.11
C -0.38 -1.58 -8.47  0.51
O -0.47 -0.74 -7.60  -0.57
C -1.42 -2.63 -8.64  -0.48
C -1.32 -3.55 -9.60  -0.37
C -0.18 -3.56 -10.54  0.31
O -0.09 -4.39 -11.42  -0.54
H 1.68 -2.53 -11.07  0.44
H 1.50 -0.82 -9.28  0.31
H -2.24 -2.61 -7.94  0.51
H -2.07 -4.32 -9.74  0.44
C -3.46 9.24 -2.52  -0.34
C -2.81 8.32 -1.81  -0.39
C -1.94 7.32 -2.47  0.48
O -1.34 6.48 -1.82  -0.60
C -1.81 7.38 -3.94  -0.32
C -2.46 8.30 -4.65  -0.37
C -3.33 9.30 -4.00  0.32
O -3.93 10.14 -4.64  -0.53
H -4.11 9.97 -2.06  0.41
H -2.89 8.25 -0.73  0.41
H -1.16 6.64 -4.40  0.48
H -2.38 8.36 -5.73  0.41

LUMO level (hartree): -0.13900
HOMO-LUMO gap (eV): 7.4
Total charge: +1
HOMO (eV): -11.22

***

> Look up the total charge of the second one.

+2

***

> Which value of total charge does entry 3 give?

-1